[1]
14
Properties=species:S:1:pos:R:3:nbo_charge:R:1 method="wB97M-V/def2-TZVPD" smiles="C[C@]12C=CCP1O2" charge=0 homo_energy_ev=-9.0332 e_above_lowest_kcal_mol=28.5 lumo_energy_ev=1.05 homo_lumo_gap_ev=10.088
C 0.4931 1.5007 0.5659 -0.15
C 0.3580 0.8006 -0.5553 -0.23
C -0.0429 0.7384 1.7999 -0.77
C -0.4552 -0.4902 -0.4969 -0.02
C -0.0374 -1.5664 -1.4252 -0.63
O -1.7740 -0.1742 -0.1059 -0.70
P -0.9545 -0.8016 1.1832 0.96
H 0.8750 2.4983 0.7209 0.21
H 0.9591 0.9976 -1.3882 0.20
H 0.8990 0.3446 2.1529 0.23
H -0.4956 1.4105 2.4850 0.23
H 0.4782 -2.3244 -0.9861 0.22
H 0.6178 -0.9779 -2.0349 0.22
H -0.9205 -1.9560 -1.9154 0.23

***

[2]
14
Properties=species:S:1:pos:R:3:nbo_charge:R:1 method="wB97M-V/def2-TZVPD" charge=0 homo_energy_ev="-7.8188 / -8.4736" e_above_lowest_kcal_mol=81.2 lumo_energy_ev="-0.41 / -0.76" homo_lumo_gap_ev="7.409 / 7.711"
C -0.3725 -0.6391 0.2699 -0.20
C 0.6347 -1.2443 0.8727 0.39
C 0.0882 0.3271 -0.7905 -0.42
C 1.1614 1.3221 -0.2579 -0.78
C -1.8052 -0.9564 0.4452 -0.63
O 1.9025 -0.8972 0.7025 -0.76
P 2.7586 0.5902 0.2941 0.83
H 0.5015 -0.2334 -1.6464 0.22
H -0.8678 0.8755 -1.0630 0.22
H 1.4624 2.2082 -0.9461 0.24
H 0.8753 1.7598 0.6528 0.23
H -2.4151 -0.1919 -0.0407 0.21
H -1.9582 -1.0365 1.5540 0.23
H -1.9658 -1.8839 -0.0466 0.22

***

[3]
16
Properties=species:S:1:pos:R:3:nbo_charge:R:1 method="wB97M-V/def2-TZVPD" charge=0 homo_energy_ev="-8.4858 / -8.4675" e_above_lowest_kcal_mol=85.5 lumo_energy_ev="-1.90 / -1.91" homo_lumo_gap_ev="6.587 / 6.553"
C 0.9412 3.1862 -0.6427 -0.23
C 1.5053 2.1974 -0.2589 0.00
C 0.8851 0.0707 -0.8630 -0.05
C 1.8115 0.8374 0.0317 -0.49
C -1.8337 -1.1959 0.9353 -0.95
O -0.4088 0.4922 -0.7702 -0.79
P -1.3232 0.5259 0.5142 1.43
S -2.7579 1.7946 0.4264 -0.38
S 1.5238 0.5301 1.7756 -0.19
H 0.7410 4.1600 -0.6093 0.22
H 1.1866 0.3828 -1.9266 0.22
H 1.1081 -1.0484 -0.6822 0.20
H 2.7694 0.5078 -0.1862 0.25
H -1.0369 -1.7094 1.3731 0.26
H -2.6946 -1.1404 1.4468 0.25
H -2.1886 -1.6256 0.0108 0.25

***

[4]
13
Properties=species:S:1:pos:R:3:nbo_charge:R:1 method="wB97M-V/def2-TZVPD" smiles="C=CC(=C)P=C" charge=0 homo_energy_ev=-9.3684 e_above_lowest_kcal_mol=49.2 lumo_energy_ev=0.35 homo_lumo_gap_ev=9.717
C -2.2941 1.0447 0.0893 -0.40
C -0.1097 -1.3605 0.7427 -0.39
C 2.5699 -0.1112 -0.4990 -0.87
C -1.0590 0.8609 -0.2428 -0.18
C 0.1086 -0.0692 0.4786 -0.35
P 1.7599 0.7553 0.5792 0.73
H -2.8707 1.6288 -0.6940 0.20
H -2.9545 0.6242 0.7373 0.21
H 0.6724 -1.9763 1.1467 0.19
H -1.0116 -1.9878 0.5963 0.21
H 3.5428 0.2329 -0.9163 0.23
H 2.1329 -1.0320 -0.8887 0.23
H -0.4869 1.3901 -1.1292 0.21

***

[5]
13
Properties=species:S:1:pos:R:3:nbo_charge:R:1 method="wB97M-V/def2-TZVPD" smiles=CC#CCC charge=0 homo_energy_ev=-9.1753 e_above_lowest_kcal_mol=45.3 lumo_energy_ev=1.07 homo_lumo_gap_ev=10.250
C 0.1483 1.3650 0.7310 -0.59
C -0.3740 1.4486 -0.7323 -0.47
C -0.4095 0.0356 -1.1270 0.00
C -0.2222 -1.1265 -0.8636 -0.03
C 0.1835 -2.2250 0.0100 -0.67
H 0.3988 0.3268 0.9972 0.21
H -0.6144 1.6877 1.4419 0.21
H 1.0616 1.9439 0.8740 0.21
H 0.2872 2.0433 -1.3734 0.22
H -1.3618 1.9216 -0.7850 0.23
H 0.4674 -1.7306 0.9577 0.22
H -0.6234 -2.9271 0.2272 0.23
H 1.0587 -2.7633 -0.3575 0.23

***

[6]
13
Properties=species:S:1:pos:R:3:nbo_charge:R:1 method="wB97M-V/def2-TZVPD" smiles=C#CC(C)C charge=0 homo_energy_ev=-9.9294 e_above_lowest_kcal_mol=28.7 lumo_energy_ev=1.13 homo_lumo_gap_ev=11.060
C -1.1406 -0.8365 -0.3913 -0.59
C -0.1463 0.0247 0.4034 -0.30
C 1.1877 -0.7073 0.6002 -0.59
C 0.0240 1.3385 -0.2376 0.02
C 0.0979 2.4283 -0.7462 -0.27
H -2.0038 -0.2475 -0.7149 0.22
H -0.6594 -1.2506 -1.2846 0.21
H -1.4975 -1.6701 0.2231 0.21
H -0.5759 0.2180 1.3956 0.22
H 1.0290 -1.6181 1.1886 0.21
H 1.9167 -0.0806 1.1226 0.22
H 1.6156 -0.9956 -0.3664 0.21
H 0.1527 3.3968 -1.1927 0.24

***

[7]
13
Properties=species:S:1:pos:R:3:nbo_charge:R:1 method="wB97M-V/def2-TZVPD" smiles=C#CC(C)C charge=0 homo_energy_ev=-9.5593 e_above_lowest_kcal_mol=52.2 lumo_energy_ev=0.93 homo_lumo_gap_ev=10.485
C -0.3833 -1.1880 -0.7247 -0.60
C 0.2178 0.0421 0.0162 -0.32
C 0.3547 1.2480 -0.9074 -0.59
C -0.2404 0.1207 1.3878 0.02
C -0.2822 -0.2065 2.5555 -0.29
H -0.9957 -1.8213 -0.0719 0.23
H -1.0346 -0.8849 -1.5602 0.21
H 0.4096 -1.8059 -1.1496 0.22
H 1.2360 -0.0434 0.4444 0.26
H 1.1052 0.9669 -1.6589 0.21
H 0.7325 2.1070 -0.3502 0.22
H -0.5568 1.5284 -1.4450 0.21
H -0.9239 -0.3204 3.3851 0.23

***

[8]
13
Properties=species:S:1:pos:R:3:nbo_charge:R:1 method="wB97M-V/def2-TZVPD" charge=0 homo_energy_ev=-8.3710 e_above_lowest_kcal_mol=68.3 lumo_energy_ev=0.85 homo_lumo_gap_ev=9.216
C -0.1165 -0.8848 0.6559 -0.43
C -1.1385 0.0426 -0.0487 -0.43
C -0.2522 1.0253 -0.8617 -0.55
C 1.1601 0.9914 -0.4839 0.12
C 1.2657 -0.2234 0.3957 -0.58
H -0.1506 -1.8921 0.2253 0.21
H -0.3308 -0.9673 1.7300 0.21
H -1.8243 -0.5362 -0.6810 0.21
H -1.7483 0.5989 0.6770 0.21
H -0.7159 1.9692 -1.1677 0.24
H 0.1424 0.5680 -1.8167 0.28
H 2.0359 -0.9342 0.0659 0.25
H 1.6731 0.2428 1.3099 0.26

***

[9]
13
Properties=species:S:1:pos:R:3:nbo_charge:R:1 method="wB97M-V/def2-TZVPD" smiles="C=CCC=C" charge=0 homo_energy_ev=-9.2249 e_above_lowest_kcal_mol=44.0 lumo_energy_ev=1.28 homo_lumo_gap_ev=10.505
C 0.7443 -0.6433 -1.0447 -0.16
C 1.8074 -1.2565 -0.5483 -0.40
C -0.4850 -0.3732 -0.2173 -0.49
C -0.7489 1.0379 0.2276 -0.16
C -1.3474 1.3037 1.3922 -0.42
H 0.6827 -0.1876 -2.0278 0.19
H 2.6969 -1.5162 -1.0965 0.21
H 1.7611 -1.4531 0.5189 0.19
H -0.3737 -0.9947 0.6803 0.21
H -1.3979 -0.6719 -0.7410 0.23
H -0.1034 1.8194 -0.1735 0.21
H -1.5396 2.2998 1.7788 0.19
H -1.1556 0.6525 2.2483 0.20

***

[10]
13
Properties=species:S:1:pos:R:3:nbo_charge:R:1 method="wB97M-V/def2-TZVPD" smiles=C#CCCC charge=0 homo_energy_ev=-9.9357 e_above_lowest_kcal_mol=29.6 lumo_energy_ev=1.13 homo_lumo_gap_ev=11.065
C -1.8861 -0.1271 -0.4205 -0.61
C -0.5742 0.4915 0.0537 -0.38
C 0.5071 -0.5757 0.3050 -0.48
C 1.8684 -0.0326 0.2756 0.00
C 2.9776 0.4318 0.2082 -0.25
H -1.7499 -0.6231 -1.3891 0.20
H -2.2580 -0.8764 0.2884 0.20
H -2.6635 0.6338 -0.5449 0.21
H -0.2102 1.2014 -0.6972 0.21
H -0.7329 1.0683 0.9726 0.20
H 0.3293 -1.0679 1.2701 0.23
H 0.4293 -1.3606 -0.4607 0.23
H 3.9631 0.8365 0.1388 0.23

***

[11]
13
Properties=species:S:1:pos:R:3:nbo_charge:R:1 method="wB97M-V/def2-TZVPD" charge=0 homo_energy_ev=-8.2735 e_above_lowest_kcal_mol=90.5 lumo_energy_ev=0.83 homo_lumo_gap_ev=9.106
C 1.4007 -0.4799 -0.0676 -0.61
C -0.0773 -0.0546 0.0988 -0.20
C -0.3364 0.8288 1.3009 -0.61
C -0.9160 -0.1466 -1.0249 -0.12
C -1.4959 -0.5725 -2.0353 -0.33
H 1.6226 -0.8683 -1.0657 0.23
H 2.0911 0.3624 0.1179 0.22
H 1.6557 -1.2455 0.6647 0.22
H -1.1226 -0.8585 0.1566 0.34
H -0.0505 0.2999 2.2202 0.21
H -1.3953 1.0825 1.3555 0.22
H 0.2427 1.7569 1.2701 0.21
H -1.6187 -0.1047 -2.9913 0.22

***

[12]
18
Properties=species:S:1:pos:R:3:nbo_charge:R:1 method="wB97M-V/def2-TZVPD" multiplicity=2 charge=+1 homo_energy_ev="-13.6906 / -13.6712" e_above_lowest_kcal_mol=0.0 lumo_energy_ev="-6.93 / -6.95" homo_lumo_gap_ev="6.757 / 6.718"
O -0.1888 0.4311 -3.3569 -0.51
C -0.7823 -0.1883 -2.4937 0.69
O -2.0753 -0.3493 -2.5633 -0.14
C -0.1255 -0.8207 -1.2718 -0.34
N 0.8664 0.0778 -0.7271 -0.61
C 0.3938 0.9437 0.3565 -0.26
C 0.2227 0.0804 1.6194 0.03
C -1.1297 0.1470 2.3246 -0.11
O 0.0601 0.7422 2.8009 -0.45
H 0.3695 -1.7274 -1.6012 0.25
H -0.8926 -1.1294 -0.5628 0.23
H 1.7047 -0.4187 -0.4405 0.25
H -0.5891 1.3405 0.1651 0.23
H 1.1262 1.6987 0.6182 0.21
H 0.7282 -0.8706 1.6190 0.16
H -1.2623 -0.9036 2.5164 0.21
H -1.7832 0.7920 1.7740 0.19
Ag 3.3573 0.1547 -0.7766 0.99